1.
The following is a quantum chemistry calculation of a molecular structure, C25H33CsF6I2N3O5PS3, from the OMol25 dataset.

- Total charge: -2
- Strongest force on any atom: 3.379 eV/Å
- HOMO level: -1.32 eV
- ΔE to the lowest compared entry with this formula, charge and spin: 53.0 kcal/mol
- Spin multiplicity: 1
- Kohn-Sham gap: 4.837 eV

```
79
Properties=species:S:1:pos:R:3:lowdin_charge:R:1
Cs 0.43 -0.01 -0.95 1.318
C -2.10 -1.59 1.99 -0.149
C -2.48 -0.29 2.71 -0.548
C -3.84 -0.44 3.38 -0.126
P -2.34 1.15 1.50 1.079
C -1.80 2.51 2.68 -0.566
C -2.33 2.60 4.12 -0.134
C -1.89 3.87 1.98 -0.135
C -4.08 1.55 1.07 -0.311
C -4.93 2.46 1.68 -0.092
C -6.18 2.82 1.17 -0.320
C -7.07 3.82 1.87 -0.091
C -6.57 2.22 -0.04 -0.089
C -5.78 1.28 -0.67 -0.040
C -4.54 0.85 -0.11 -0.355
N -3.83 -0.19 -0.60 0.044
C -4.03 -0.60 -1.91 -0.251
C -4.51 -1.89 -2.20 -0.208
C -4.92 -2.80 -1.08 -0.054
C -4.62 -2.31 -3.53 -0.038
C -4.26 -1.50 -4.60 -0.297
C -4.32 -2.00 -6.02 -0.074
C -3.79 -0.22 -4.30 -0.030
C -3.67 0.24 -2.99 -0.206
C -3.12 1.61 -2.71 -0.043
H -2.20 -2.45 2.66 0.068
H -1.06 -1.56 1.64 0.021
H -2.75 -1.74 1.12 0.050
H -1.72 -0.09 3.47 0.084
H -4.61 -0.66 2.63 0.075
H -4.15 0.47 3.90 0.056
H -3.82 -1.26 4.11 0.067
H -0.73 2.28 2.75 0.032
H -3.37 2.91 4.17 0.053
H -1.74 3.34 4.68 0.064
H -2.24 1.65 4.65 0.054
H -2.92 4.14 1.75 0.055
H -1.33 3.84 1.04 0.035
H -1.46 4.67 2.61 0.070
H -4.61 2.96 2.58 0.075
H -6.55 4.28 2.71 0.061
H -7.98 3.35 2.26 0.061
H -7.38 4.62 1.20 0.061
H -7.52 2.50 -0.47 0.096
H -6.12 0.82 -1.59 0.102
H -4.08 -3.42 -0.75 0.067
H -5.72 -3.48 -1.40 0.065
H -5.26 -2.22 -0.22 0.065
H -4.99 -3.31 -3.73 0.107
H -5.21 -2.63 -6.17 0.063
H -3.44 -2.61 -6.26 0.071
H -4.36 -1.18 -6.73 0.062
H -3.49 0.43 -5.11 0.107
H -2.49 1.96 -3.54 0.071
H -2.54 1.61 -1.79 0.058
H -3.93 2.34 -2.57 0.077
I 1.94 1.72 4.64 0.634
C 2.26 0.68 2.80 -1.181
I 2.10 -1.43 2.99 0.708
H 3.27 0.91 2.49 -0.042
H 1.53 1.05 2.07 -0.116
F 4.68 -3.97 -2.43 0.130
C 3.94 -3.52 -1.41 -0.682
F 3.36 -4.56 -0.81 0.133
F 4.74 -2.91 -0.53 0.133
S 2.68 -2.31 -1.98 0.546
O 1.98 -1.95 -0.78 -0.634
O 3.43 -1.30 -2.65 -0.264
N 1.87 -3.26 -2.96 -0.283
S 0.32 -3.00 -3.11 0.582
O -0.06 -1.69 -2.62 -0.653
O -0.16 -3.45 -4.38 -0.265
C -0.41 -4.22 -1.94 -0.672
F 0.11 -5.43 -2.20 0.123
F -0.13 -3.89 -0.68 0.140
F -1.73 -4.28 -2.09 0.145
O 2.48 2.82 -1.07 -0.649
S 1.21 3.08 -0.35 0.510
N 0.74 2.11 0.64 -0.683
```



2.
The following is a quantum chemistry calculation of a molecular structure, C26H41N2O2P2Ru, from the OMol25 dataset.

- Total charge: +1
- Strongest force on any atom: 3.751 eV/Å
- HOMO level (alpha / beta): -7.10 / -10.77 eV
- Spin multiplicity: 5
- Kohn-Sham gap (alpha / beta): 4.861 / 4.379 eV

```
74
Properties=species:S:1:pos:R:3:lowdin_charge:R:1
C -1.02 3.96 -1.48 -0.059
C -1.20 2.66 -0.93 -0.384
N -0.22 2.21 -0.04 -0.135
C 0.76 3.03 0.40 -0.381
C 0.83 4.37 0.00 -0.041
C -0.05 4.82 -1.00 -0.128
C -2.23 1.77 -1.31 -0.186
P -2.34 0.14 -0.59 0.751
Ru -0.32 0.15 0.55 0.741
P 1.86 0.60 1.18 0.787
C 1.77 2.44 1.38 -0.264
C -0.26 -2.02 0.41 -0.297
C -1.40 -2.74 0.77 -0.182
C -1.36 -4.13 0.82 -0.079
C -0.17 -4.81 0.54 -0.083
C 0.97 -4.09 0.18 -0.083
C 0.91 -2.69 0.07 -0.139
O -0.57 1.69 -6.40 -0.059
O 1.94 -2.97 -4.27 -0.063
H -1.69 4.26 -2.29 0.108
H 1.57 5.03 0.47 0.122
H -0.01 5.86 -1.32 0.098
C -3.96 0.05 0.28 -0.226
C -2.57 -1.09 -1.91 -0.231
H 2.77 2.87 1.24 0.092
H 1.48 2.65 2.43 0.086
H -1.48 1.46 -6.25 0.017
H -3.11 2.21 -1.82 0.089
C 2.58 -0.11 2.68 -0.233
C 3.11 0.40 -0.11 -0.248
H -2.31 -2.22 1.03 0.067
H -2.26 -4.68 1.08 0.106
H -0.13 -5.91 0.61 0.110
H 1.90 -4.60 -0.05 0.107
H 1.79 -2.13 -0.28 0.061
H -0.08 0.34 -1.12 0.049
H 1.77 -2.91 -3.31 0.031
H 2.14 -2.09 -4.58 0.027
H -0.23 1.76 -5.49 0.041
H 0.67 0.04 -0.91 0.072
H -4.77 -0.01 -0.46 0.059
H -3.99 -0.83 0.94 0.049
H -4.10 0.95 0.89 -0.005
H -3.40 -0.78 -2.57 0.054
H -1.65 -1.19 -2.51 0.051
H -2.80 -2.08 -1.49 0.050
H 4.01 0.96 0.15 0.059
H 3.37 -0.65 -0.22 0.042
H 2.73 0.77 -1.07 0.049
H 3.62 0.23 2.81 0.060
H 1.98 0.18 3.55 0.047
H 2.56 -1.21 2.57 0.055
C -4.30 2.33 2.95 -0.020
N -3.05 3.04 3.04 -0.090
C -3.15 4.47 3.00 0.006
C -1.87 2.40 2.49 -0.121
C -1.49 1.16 3.27 -0.264
C -1.68 1.18 4.65 -0.056
C -1.37 0.06 5.42 -0.076
C -0.84 -1.08 4.81 -0.064
C -0.61 -1.08 3.42 -0.126
C -0.91 0.05 2.65 -0.202
H -4.96 2.63 3.77 0.125
H -4.11 1.25 3.00 0.104
H -4.83 2.55 2.00 0.122
H -3.56 4.83 3.96 0.124
H -2.16 4.93 2.86 0.112
H -3.84 4.83 2.21 0.129
H -2.05 2.14 1.43 0.109
H -1.04 3.12 2.48 0.132
H -2.11 2.08 5.10 0.114
H -1.54 0.08 6.50 0.107
H -0.60 -1.98 5.39 0.115
H -0.17 -1.96 2.96 0.091
```



3.
The following is a quantum chemistry calculation of a molecular structure, C10H23PS, from the OMol25 dataset.

- Strongest force on any atom: 3.092 eV/Å
- HOMO level: -7.41 eV
- ΔE to the lowest compared entry with this formula, charge and spin: 0.0 kcal/mol
- Spin multiplicity: 1
- Kohn-Sham gap: 8.240 eV

```
35
Properties=species:S:1:pos:R:3:lowdin_charge:R:1
C 1.62 -1.47 -0.78 -0.740
C -2.00 -2.00 0.43 -0.132
C -1.45 -1.53 -1.97 -0.146
C 0.73 -0.87 2.57 -0.114
C -0.76 1.10 2.04 -0.100
C 1.64 2.30 -0.50 -0.135
C -0.54 1.91 -1.67 -0.113
C -1.56 -0.96 -0.57 -0.369
C 0.49 0.32 1.65 -0.502
C 0.76 1.25 -1.18 -0.508
P 0.52 -0.28 -0.15 0.961
S 3.30 -0.82 -0.49 0.583
H 1.52 -2.42 -0.26 -0.028
H -1.27 -2.80 0.51 0.078
H -2.18 -1.58 1.42 0.054
H -2.94 -2.45 0.09 0.082
H -0.80 -0.93 -2.60 0.057
H -2.44 -1.59 -2.43 0.081
H -1.03 -2.53 -1.93 0.078
H -0.10 -1.57 2.55 0.063
H 1.63 -1.40 2.27 0.066
H 0.87 -0.53 3.59 0.080
H -0.90 1.97 1.41 0.059
H -0.66 1.44 3.07 0.083
H -1.64 0.48 1.97 0.060
H 1.09 2.82 0.28 0.071
H 2.53 1.85 -0.07 0.031
H 1.95 3.04 -1.24 0.081
H -1.15 2.24 -0.83 0.065
H -1.13 1.23 -2.28 0.058
H -0.29 2.78 -2.27 0.081
H -2.15 -0.05 -0.52 0.085
H 1.37 0.97 1.72 0.097
H 1.30 0.86 -2.06 0.103
H 3.67 -0.75 -1.77 -0.170
```